Density functional theory data (wB97M-V/def2-TZVPD) for a molecular structure, C36H54P3PdSi.

Output
LUMO   2.8 eV
Highest occupied orbital energy   -2.109 eV
Orbital gap   0.1805 hartree

Structure (ORCA input):
```
! RIJCOSX wB97M-V def2-TZVPD def2/J DEFGRID3
* xyz -1 1
Pd -1.09713 0.35977 -0.33252
C -3.59600 -5.09491 -0.17095
C -3.34948 -3.60940 0.13685
C -4.64730 -2.83134 -0.12768
P -1.94522 -2.50963 -0.51719
C -2.09403 -2.42322 -2.38243
C -2.95837 -1.22521 -2.76026
C -2.49077 -3.69037 -3.13310
C -0.37345 -3.46743 -0.29713
C -0.31027 -4.86687 -0.39221
C 0.84939 -5.56398 -0.08701
C 1.97869 -4.87174 0.32110
C 1.95236 -3.48495 0.35070
C 0.80870 -2.74537 0.01173
Si 0.84695 -0.82414 -0.25360
C 1.54658 -0.15060 1.44812
C 2.86481 -0.41695 1.84389
C 3.38666 0.01601 3.05478
C 2.58218 0.73925 3.92213
C 1.28050 1.04583 3.54526
C 0.75202 0.63696 2.31286
P -0.96779 1.09945 1.78039
C -1.99653 0.30545 3.13820
C -1.97205 0.87118 4.55470
C -1.67947 -1.19165 3.14172
C -1.10953 2.95765 2.04640
C -2.59934 3.31649 1.99355
C -0.40084 3.72920 3.16247
C 2.36166 -0.53853 -1.41327
C 3.05390 -1.56780 -2.07351
C 3.97794 -1.30994 -3.07974
C 4.22970 -0.00259 -3.46285
C 3.55719 1.03684 -2.82996
C 2.63979 0.80048 -1.80236
P 1.61642 2.12978 -0.99188
C 2.80714 3.54046 -0.59322
C 1.94670 4.71877 -0.11705
C 3.94465 4.04205 -1.48865
C 0.55900 2.63487 -2.45287
C 1.17552 3.54933 -3.51274
C -0.78375 3.19344 -1.97339
H -4.60328 -5.36847 0.16330
H -2.90078 -5.73868 0.36300
H -3.53433 -5.32427 -1.23414
H -3.15441 -3.53163 1.21289
H -4.96535 -2.94650 -1.16726
H -4.51880 -1.76597 0.07555
H -5.45492 -3.21043 0.50565
H -1.06373 -2.16191 -2.63909
H -4.00127 -1.36302 -2.46546
H -2.93497 -1.04176 -3.83846
H -2.58156 -0.33641 -2.24118
H -3.53576 -3.94969 -2.94612
H -1.86444 -4.53819 -2.84938
H -2.37942 -3.53817 -4.21185
H -1.16613 -5.42423 -0.73227
H 0.86616 -6.64496 -0.17161
H 2.88436 -5.40831 0.58039
H 2.85928 -2.95759 0.62432
H 3.51388 -0.96244 1.16431
H 4.41379 -0.20791 3.32273
H 2.96530 1.07678 4.87849
H 0.67456 1.62621 4.22663
H -3.01244 0.42455 2.74509
H -0.99116 0.74573 5.01736
H -2.69160 0.32531 5.17661
H -2.24341 1.92559 4.58878
H -0.70296 -1.37534 3.59646
H -1.66443 -1.58914 2.12393
H -2.43317 -1.74109 3.71595
H -0.67027 3.29367 1.10225
H -3.11500 3.03023 2.91448
H -3.08317 2.79998 1.16152
H -2.73024 4.39451 1.85943
H -0.72108 3.42313 4.15975
H -0.62941 4.79607 3.06038
H 0.68200 3.61837 3.09935
H 2.84921 -2.59890 -1.80964
H 4.49160 -2.12952 -3.57007
H 4.93636 0.21374 -4.25631
H 3.74772 2.04316 -3.17185
H 3.27774 3.11199 0.30048
H 1.43177 5.19392 -0.95509
H 2.56744 5.48089 0.36353
H 1.19086 4.39356 0.60026
H 3.59225 4.38149 -2.46396
H 4.70552 3.27976 -1.63680
H 4.42953 4.89578 -1.00087
H 0.36285 1.66032 -2.90754
H 1.39533 4.53705 -3.10516
H 0.46720 3.68652 -4.33707
H 2.09311 3.13682 -3.93302
H -0.65878 4.15454 -1.46446
H -1.29708 2.50720 -1.28044
H -1.44156 3.36099 -2.83302
*
```

Results of the Mulliken charge analysis, in e, for atoms 1 through 5: Pd -1.790; C -1.551; C 0.913; C -1.656; P 0.420

=====

Density functional theory data (wB97M-V/def2-TZVPD) for a molecular structure, C36H55CrN2O2SSb.

Output
LUMO (spin up / spin down)   -2.7 / -2.8 eV
Highest occupied orbital energy (spin up / spin down)   -10.123 / -10.124 eV
Orbital gap (spin up / spin down)   0.2745 / 0.2677 hartree
<S²>   3.804

Structure (ORCA input):
```
! RIJCOSX wB97M-V def2-TZVPD def2/J DEFGRID3
* xyz 1 4
Cr -1.19712 0.15415 -0.78410
C -3.96385 0.74348 0.14091
C -3.20626 1.34410 1.31118
N -1.79861 1.57871 0.94528
C -0.88952 1.49896 2.09372
C -0.83178 0.07918 2.64636
S -0.81306 -1.18302 1.33886
C -2.48647 -1.90596 1.47416
C -3.38630 -1.69768 0.25888
N -3.21959 -0.39998 -0.42171
H -4.04626 1.48079 -0.65912
H -4.97328 0.44635 0.44214
H -3.22246 0.66139 2.16005
H -3.69535 2.26689 1.64460
H -1.70756 2.48683 0.50088
H -1.18853 2.18279 2.89969
H 0.10712 1.79194 1.75532
H -1.65720 -0.14770 3.31808
H 0.09242 -0.05602 3.20501
H -2.92767 -1.51383 2.38852
H -2.34807 -2.97627 1.62325
H -4.43023 -1.82920 0.56696
H -3.16006 -2.46261 -0.48626
H -3.54264 -0.53975 -1.37738
C 2.32880 0.89068 -2.99641
C 0.92971 1.14505 -2.51668
O 0.61900 0.66713 -1.39698
C 0.01661 1.93454 -3.31093
C 0.50720 2.61688 -4.44631
C -0.28627 3.46460 -5.17435
C -1.61846 3.64651 -4.78215
C -2.13446 2.98840 -3.69450
C -1.33635 2.11173 -2.93615
O -1.90720 1.48754 -1.93108
H 2.79936 0.15853 -2.34946
H 2.91382 1.81128 -2.97510
H 2.31788 0.52668 -4.02304
H 1.53633 2.47919 -4.74012
H 0.10738 3.98418 -6.03318
H -2.25554 4.31270 -5.34854
H -3.16659 3.11462 -3.40013
C 2.99866 -1.37537 4.85206
C 3.44447 -0.00485 4.34202
C 4.87448 0.25098 4.80265
C 2.53305 1.04369 4.98256
Sb 3.07630 0.01514 2.16455
C 4.25382 1.72726 1.41669
C 4.07453 1.79647 -0.09768
C 3.59450 2.97631 2.00026
C 5.74240 1.74072 1.73706
C 4.07970 -1.81265 1.46989
C 3.10585 -2.96136 1.74673
C 5.43016 -2.11714 2.10107
C 4.23139 -1.71691 -0.04599
H 2.96664 -1.35772 5.94457
H 3.69092 -2.16509 4.56608
H 2.00196 -1.65268 4.50010
H 4.95672 0.00798 5.86576
H 5.15130 1.29848 4.69673
H 5.60946 -0.35090 4.27052
H 2.60695 0.97077 6.07087
H 1.48434 0.89623 4.72400
H 2.80678 2.06042 4.71160
H 3.03260 1.65922 -0.38712
H 4.67781 1.06065 -0.62133
H 4.39370 2.78318 -0.44854
H 2.54453 3.05274 1.70822
H 4.10294 3.86520 1.61620
H 3.65128 3.01826 3.08496
H 6.25037 0.84304 1.38290
H 5.94014 1.84506 2.80072
H 6.20822 2.59405 1.23618
H 2.95133 -3.14689 2.80784
H 3.50416 -3.88142 1.30878
H 2.12904 -2.77964 1.29428
H 5.34322 -2.33262 3.16482
H 6.14420 -1.30192 1.97667
H 5.86122 -3.00396 1.62826
H 3.30174 -1.40278 -0.52417
H 4.48895 -2.70199 -0.44444
H 5.02344 -1.03288 -0.34192
C -3.66066 -2.90222 -4.93721
C -3.77624 -1.59622 -4.41988
C -2.91725 -1.15601 -3.45345
C -1.89102 -1.98932 -2.92690
C -0.99694 -1.56828 -1.88341
C 0.02057 -2.42132 -1.53510
C 0.17507 -3.70092 -2.11734
C -0.71160 -4.13337 -3.05286
C -1.76228 -3.28709 -3.48424
C -2.66918 -3.71882 -4.48366
H -4.34357 -3.24284 -5.70212
H -4.53438 -0.93173 -4.80817
H -2.98571 -0.13106 -3.11750
H 0.74714 -2.12443 -0.78553
H 0.99153 -4.33567 -1.80098
H -0.62065 -5.11741 -3.49058
H -2.55390 -4.71652 -4.88715
*
```

Results of the Mulliken charge analysis, in e, for atoms 1 through 5: Cr -0.228; C -0.705; C -0.819; N 0.173; C -0.413

=====

Density functional theory data (wB97M-V/def2-TZVPD) for a molecular structure, C36H56Br7ClF3LiMgN2NaO8S in a non-equilibrium geometry.

Output
LUMO   -4.9 eV
Highest occupied orbital energy   -7.407 eV
Orbital gap   0.0930 hartree

Structure (ORCA input):
```
! RIJCOSX wB97M-V def2-TZVPD def2/J DEFGRID3
* xyz 1 1
C 1.76486 -1.96654 2.42228
C 2.14564 -0.81675 3.04526
C 1.69677 0.52090 2.72226
O 1.09257 1.23443 3.63510
O 1.87959 1.09810 1.53750
C 0.94959 0.56257 0.50666
C -0.16584 1.55198 0.17550
C 0.07125 2.26618 -1.29388
C 0.27843 1.27351 -2.46143
C -1.02879 0.83637 -3.17786
C -0.96196 -0.65256 -3.65973
C -1.86796 -1.59525 -2.90956
Br -1.53463 -1.42385 -0.89608
N -3.28391 -1.46052 -3.04714
C -3.84541 -2.38288 -2.11995
O -4.78293 -2.23887 -1.41554
C -2.90113 -3.60535 -2.25758
C -1.69909 -3.14226 -3.14058
C -1.97050 -3.64755 -4.56361
C -0.61539 -4.19211 -5.23099
C -0.53201 -5.76254 -5.36176
C 0.80980 -6.35145 -4.89970
N 1.27497 -5.69774 -3.66827
C 2.49771 -4.94456 -3.86997
C 3.78179 -5.58726 -4.35976
O 2.50140 -3.77946 -3.60576
H 2.42719 -2.57591 1.81902
H 0.72836 -2.30772 2.47402
H 2.83431 -0.89009 3.89655
H 1.54628 0.20884 -0.32901
H 0.50134 -0.32952 0.93101
H -1.17067 1.12793 0.25898
H -0.12978 2.37986 1.03428
H -0.81372 2.81708 -1.53667
H 0.88116 2.98270 -1.21972
H 0.84385 0.37273 -2.21231
H 0.87698 1.80419 -3.20243
H -1.92658 1.01617 -2.58759
H -1.08974 1.40950 -4.10052
H 0.05579 -1.04054 -3.60627
H -1.22519 -0.67203 -4.72056
H -3.54191 -0.48758 -2.91386
H -3.53861 -4.39233 -2.67327
H -2.56049 -4.07210 -1.33785
H -0.70328 -3.31356 -2.73927
H -2.42490 -2.90217 -5.21513
H -2.68178 -4.50695 -4.54221
H 0.23787 -3.77365 -4.70821
H -0.59473 -3.75525 -6.23259
H -0.60486 -6.03215 -6.46981
H -1.39585 -6.29464 -4.84503
H 1.51176 -6.29861 -5.73354
H 0.66259 -7.40657 -4.69908
H 1.55187 -6.43402 -2.99237
H 4.33910 -4.85483 -4.93266
H 4.36169 -5.97576 -3.52453
H 3.59780 -6.43133 -5.02807
Li -0.67316 0.07087 2.27317
Br -0.53586 4.01967 0.25045
C -1.61425 5.20192 1.38020
C -3.00618 5.35096 0.82598
Br -3.03947 6.53880 -0.71624
H -1.07072 6.13852 1.45863
H -1.64361 4.72313 2.35953
H -3.66006 5.81686 1.55985
H -3.44313 4.40977 0.50293
Br 1.11304 0.03389 5.29619
Cl 1.26279 6.16465 1.06818
Na -2.74164 -5.85502 -6.06231
C 1.89091 -10.31753 -1.88786
Br 3.62782 -11.11226 -2.26898
Br 1.73731 -8.54099 -2.65746
Br 0.43295 -11.45218 -2.43085
H 1.82287 -10.20348 -0.81521
C -1.64737 -1.69454 9.69966
C -0.28348 -2.20267 9.25588
O -0.26067 -2.76717 7.94680
C -0.15786 -1.90837 6.82529
O 0.86415 -1.02407 6.91795
C -1.46245 -1.17922 6.45247
F -2.57892 -1.92035 6.56413
F -1.25185 -0.89156 5.17552
F -1.70721 -0.04424 7.10659
H -2.44143 -2.36510 9.37083
H -1.67968 -1.61242 10.78701
H -1.85739 -0.70456 9.30231
H -0.00990 -3.02890 9.91455
H 0.48915 -1.44356 9.38725
H -0.08322 -2.65353 6.00631
Mg 5.81509 -11.30234 -0.48722
C -6.12212 10.19176 -1.61187
C -6.24378 11.05154 -2.69380
C -5.40622 10.90901 -3.78996
C -4.45322 9.90077 -3.80779
C -4.33279 9.03759 -2.72747
C -5.16552 9.18617 -1.62670
H -6.77359 10.30537 -0.75486
H -6.99157 11.83413 -2.68217
H -5.49623 11.58365 -4.63163
H -3.80276 9.78751 -4.66570
H -3.58925 8.25268 -2.74725
H -5.06989 8.51914 -0.78220
C 4.36339 2.57204 3.04623
C 4.65560 3.90739 2.34923
C 6.09451 4.30141 2.71462
S 6.97918 2.76792 3.02557
O 7.35429 2.71956 4.41363
O 7.93438 2.53988 1.97387
C 5.57521 1.68397 2.78216
H 3.45516 2.13184 2.66898
H 4.24630 2.73338 4.12130
H 4.56841 3.78097 1.26872
H 3.94900 4.68187 2.64206
H 6.58519 4.83692 1.90663
H 6.12783 4.89399 3.62656
H 5.64481 0.83272 3.45716
H 5.59646 1.34361 1.74643
*
```

Results of the Mulliken charge analysis, in e, for atoms 1 through 5: C -1.007; C -0.515; C 1.336; O -0.751; O -0.657

=====

Density functional theory data (wB97M-V/def2-TZVPD) for 6 unconnected molecules or ions with the total composition C36H56N10O10P2 in a non-equilibrium geometry.

Output
LUMO (spin up / spin down)   -3.2 / -7.2 eV
Highest occupied orbital energy (spin up / spin down)   -10.072 / -10.072 eV
Orbital gap (spin up / spin down)   0.2537 / 0.1037 hartree
<S²>   0.760

Structure (ORCA input):
```
! RIJCOSX wB97M-V def2-TZVPD def2/J DEFGRID3
* xyz 1 2
C 8.35064 -1.81521 5.33808
C 7.63720 -1.75244 4.16857
C 6.22561 -1.67562 3.99504
C 5.50199 -1.28483 5.15570
C 6.22494 -1.17405 6.33804
C 7.56113 -1.59761 6.46777
N 4.12306 -0.78100 5.01987
O 3.71651 -0.55408 3.85340
O 3.43276 -0.60191 6.04351
H 9.40834 -1.99941 5.22080
H 8.21076 -1.98447 3.28337
H 5.75291 -1.72889 3.02544
H 5.75182 -0.75308 7.21288
H 8.07355 -1.67993 7.41490
C -6.07705 -3.99839 3.35716
C -6.41900 -5.25516 3.77865
C -7.56756 -5.50720 4.60706
C -8.16810 -4.44584 5.28002
C -7.70812 -3.14649 5.03325
C -6.69944 -2.96434 4.10284
N -9.24533 -4.70773 6.18489
O -9.45155 -5.84707 6.60759
O -9.95095 -3.83318 6.39269
H -5.18998 -4.10459 2.75035
H -5.88660 -6.06954 3.30990
H -7.56314 -6.56916 4.80356
H -8.04858 -2.28288 5.58522
H -6.32686 -1.96239 3.94894
C -7.38670 -0.51250 -0.37941
C -7.34614 -1.66562 -1.15932
C -6.28631 -2.52597 -1.26841
C -5.21373 -2.30061 -0.37205
C -5.23151 -1.26109 0.52016
C -6.36066 -0.41320 0.53661
N -4.13188 -3.34834 -0.33585
O -4.16630 -4.19981 -1.24436
O -3.25294 -3.28807 0.47491
H -8.16957 0.20378 -0.58051
H -8.11383 -1.98456 -1.84876
H -6.36166 -3.47472 -1.77890
H -4.37586 -1.08086 1.15403
H -6.58662 0.42371 1.18076
C 0.43899 0.49357 1.55877
C 0.59962 -0.69751 2.16301
C -0.49883 -1.23265 2.72956
C -1.78767 -0.62074 2.78884
C -1.90869 0.60281 2.13441
C -0.82252 1.23020 1.48422
N -2.89257 -1.18104 3.57852
O -2.71591 -2.16518 4.25147
O -3.97836 -0.60303 3.75239
H 1.25201 0.82741 0.93113
H 1.53211 -1.23419 2.06895
H -0.40422 -2.26589 3.02935
H -2.87040 1.09286 2.09748
H -0.88222 2.16820 0.95226
O 1.89067 4.79113 -5.11050
P 0.68241 4.48600 -4.26592
N -0.65072 5.51320 -4.53927
C -1.61894 5.79104 -3.47086
C -1.04978 5.93381 -5.86505
N 0.95991 4.47623 -2.58724
C 0.08531 3.99327 -1.52222
C 2.15601 5.18342 -2.07004
N 0.13262 2.87385 -4.46097
C 0.76658 2.08662 -5.44435
C -1.35264 2.48055 -4.38698
H -2.26926 6.60786 -3.78391
H -1.18051 6.06272 -2.51062
H -2.31029 4.97777 -3.25010
H -0.19049 6.20274 -6.47938
H -1.57782 6.87137 -5.69114
H -1.79257 5.27635 -6.31684
H -0.34431 4.85243 -1.00709
H -0.68574 3.30281 -1.86405
H 0.72789 3.43280 -0.84320
H 2.38516 4.81813 -1.06896
H 2.95787 4.97153 -2.77731
H 2.01142 6.26147 -1.99935
H 1.65370 1.68176 -4.95730
H 0.07756 1.29233 -5.73149
H 0.99814 2.64609 -6.35070
H -1.69594 2.93238 -5.31763
H -1.93951 3.09443 -3.70372
H -1.68740 1.44360 -4.35951
O 2.66482 1.28143 -1.72724
P 3.52944 0.09885 -1.86155
N 4.52055 0.16266 -3.25409
C 3.93188 -0.22936 -4.53547
C 5.59911 1.12445 -3.29924
N 2.65142 -1.35479 -1.93539
C 1.22562 -1.57766 -1.63122
C 3.30811 -2.57828 -2.24915
N 4.56362 -0.09425 -0.56663
C 5.79537 -0.95236 -0.52398
C 4.31886 0.59619 0.75988
H 4.26307 -1.25171 -4.71770
H 4.29331 0.46141 -5.29724
H 2.87027 0.01487 -4.57328
H 6.03659 0.99852 -2.30887
H 5.27164 2.15158 -3.46009
H 6.36579 0.58071 -3.85120
H 0.54586 -1.17982 -2.38471
H 1.04776 -2.65092 -1.56353
H 0.83572 -0.91226 -0.86095
H 3.32548 -3.22686 -1.37328
H 2.86498 -3.21881 -3.01168
H 4.36249 -2.43258 -2.48401
H 6.69144 -0.34436 -0.64851
H 5.83635 -1.38404 0.47606
H 5.85731 -1.59890 -1.39934
H 3.34148 0.25054 1.09654
H 4.19653 1.67373 0.65013
H 4.99935 0.34396 1.57316
*
```

Results of the Mulliken charge analysis, in e, for atoms 1 through 5: C -0.560; C -0.265; C -0.258; C 0.289; C -0.487